Below is 2 unconnected molecules or ions with the total composition C4H10NO in a non-equilibrium geometry, with properties calculated with ωB97M-V with the def2-TZVPD basis set.

The spin multiplicity is 1. Its net charge is +1. The calculation puts the gap between HOMO and LUMO at 8.56 eV. Its max |F| is 2.0 eV/A.

Each atom is followed by the atoms it is bonded to, with distances in Å.
Atoms and positions in Å:
1 C 1.615 0.736 0.823  C2 1.507, H6 1.087, H7 1.085, H8 1.089
2 C 0.582 0.297 -0.182  C1 1.507, C3 1.331, N5 1.461
3 C 0.288 0.866 -1.349  C2 1.331, H9 1.081, H10 1.076
4 C 0.387 -2.020 0.474  N5 1.276, H11 1.089, H12 1.082
5 N -0.163 -0.919 0.138  C2 1.461, C4 1.276, H13 1.015
6 H 1.986 -0.131 1.364  C1 1.087
7 H 2.465 1.185 0.318  C1 1.085
8 H 1.226 1.487 1.509  C1 1.089
9 H -0.389 0.329 -1.996  C3 1.081
10 H 0.478 1.925 -1.379  C3 1.076
11 H -0.273 -2.885 0.451  C4 1.089
12 H 1.311 -2.117 1.028  C4 1.082
13 H -1.164 -0.881 0.298  N5 1.015
14 H -2.787 0.572 0.249  O16 0.971
15 H -3.012 1.156 -1.071  O16 0.972
16 O -2.549 0.398 -0.676  H14 0.971, H15 0.972

These are the Mulliken partial charges, in e, on atoms 1 to 8: atom 1 (C): -1.1281, atom 2 (C): 0.5805, atom 3 (C): -0.7804, atom 4 (C): -0.1427, atom 5 (N): 0.0913, atom 6 (H): 0.3567, atom 7 (H): 0.3432, atom 8 (H): 0.2789